C13H18N2O5S2 as an isolated structure. Source: the Open Molecules 2025 dataset; level of theory: the ωB97M-V functional and the def2-TZVPD basis.

Atoms and positions in Å:
S  4.06  1.78  0.43
S  4.19  -1.06  -0.71
O  -3.80  0.22  0.53
O  2.16  0.03  2.00
O  5.63  -0.57  -0.63
O  -2.82  0.00  -1.29
O  3.54  -1.57  -1.74
N  0.33  -0.61  0.99
N  3.74  -1.71  0.62
C  -0.60  0.68  1.49
C  -4.10  -0.13  -1.59
C  2.82  3.02  0.09
C  -4.57  0.77  -0.42
C  -0.51  -1.67  0.17
C  1.88  2.41  -0.94
C  -1.40  0.94  0.34
C  -2.12  -1.54  0.45
C  2.28  1.24  -1.24
C  3.45  0.68  -0.52
C  -2.57  -0.02  -0.12
C  2.24  -1.81  0.40
C  1.65  -0.80  1.25
H  -4.38  0.56  -2.46
H  -0.35  -2.61  0.65
H  1.94  -2.10  -0.38
H  -0.83  1.28  -0.51
H  1.75  0.52  -2.05
H  3.98  -1.28  1.75
H  -2.62  -2.17  -0.33
H  -1.94  1.90  0.53
H  -2.43  -1.73  1.61
H  0.10  1.32  1.63
H  1.08  3.15  -1.14
H  -4.52  -0.88  -1.70
H  -0.30  -1.67  -1.02
H  2.73  3.89  0.52
H  -4.79  1.86  -0.26
H  -1.12  0.07  2.24
H  1.92  -2.75  1.32
H  -5.70  0.36  0.05

Calculated values
net charge: 0
E_LUMO: 0.33 eV
orbital gap: 8.38 eV
E: -1787.72372 a.u.



A 6-piece molecular cluster, C45H55F40NO8 overall. Source: the Open Molecules 2025 dataset; level of theory: the ωB97M-V functional and the def2-TZVPD basis.

Atoms and positions in Å:
F  -3.85  5.12  -4.57
F  -3.88  -6.05  9.08
F  -5.46  5.06  -6.77
F  -9.15  7.86  -6.96
F  -3.22  -0.82  6.04
F  -1.71  2.72  -6.81
F  -3.15  -0.67  -4.82
F  -3.93  -0.07  -1.45
F  5.11  2.14  0.42
F  3.89  2.37  -2.00
F  11.08  2.13  3.10
F  -4.49  1.18  -3.15
F  -5.65  -4.05  8.71
F  -7.75  7.91  -5.29
F  4.14  5.10  -2.40
F  8.94  1.11  1.76
F  7.49  6.11  -0.40
F  10.30  4.15  2.85
F  -0.34  3.09  -4.46
F  -0.92  1.03  -4.80
F  -2.62  -1.53  8.60
F  2.92  0.91  -0.73
F  -4.73  -1.48  -3.56
F  10.14  2.45  0.56
F  4.11  4.07  0.28
F  -7.06  9.47  -7.38
F  -5.31  -4.59  10.80
F  0.69  5.67  -2.68
F  -5.17  6.85  -4.56
F  9.97  7.09  -0.20
F  3.05  6.94  -2.79
F  10.79  5.12  0.27
F  8.37  5.81  1.57
F  -3.45  2.02  -5.69
F  -3.76  0.31  8.46
F  -4.35  -2.60  6.60
F  1.84  5.52  -0.83
F  -5.93  3.52  -5.33
F  -5.65  7.83  -7.18
F  -2.86  -4.30  8.30
O  -2.97  -3.60  -3.18
O  1.91  2.80  -1.00
O  8.13  3.11  1.36
O  -4.81  -1.48  9.15
O  -7.30  5.22  -5.47
O  -3.93  -1.57  0.27
O  -2.38  -2.46  -1.24
O  -2.01  2.29  -3.28
N  -5.43  -5.46  -1.92
C  1.78  5.08  -2.11
C  -4.57  -2.49  10.13
C  -2.34  2.78  -5.61
C  1.52  -1.20  0.48
C  -3.83  -1.03  8.30
C  -7.92  7.45  -6.55
C  -4.20  -1.29  6.83
C  1.50  3.56  -2.12
C  -4.41  -6.52  -1.87
C  7.95  3.92  0.21
C  7.27  -5.70  0.78
C  2.26  -2.53  0.53
C  -4.76  -3.97  9.72
C  -3.34  -3.97  0.22
C  9.76  5.75  -0.34
C  -2.47  -4.42  2.57
C  -3.27  -2.51  -0.15
C  6.27  -6.04  1.88
C  8.41  5.39  0.28
C  -2.23  1.12  -2.49
C  3.64  -2.48  -0.12
C  -2.82  -3.59  -1.97
C  -2.36  -3.10  3.34
C  2.99  5.59  -2.90
C  -3.50  -0.93  -3.54
C  -1.62  -1.97  2.62
C  -3.09  -4.63  -0.91
C  9.29  2.41  1.60
C  -1.41  2.26  -4.52
C  -3.51  -4.79  9.38
C  -0.40  -2.39  1.80
C  -5.98  4.85  -5.55
C  -3.08  -6.08  -1.16
C  -5.14  5.51  -4.45
C  -3.65  -4.49  1.58
C  9.95  2.85  2.91
C  -6.92  8.13  -7.49
C  5.51  -4.26  -0.39
C  4.60  -3.47  0.58
C  6.97  -4.37  0.08
C  3.15  2.23  -0.88
C  0.05  -1.21  0.94
C  3.90  2.74  0.35
C  -3.54  0.34  -2.69
C  -7.97  5.91  -6.53
H  1.51  -0.89  -0.56
H  -0.58  -1.21  0.06
H  -1.55  -4.72  2.10
H  -9.02  5.68  -6.35
H  2.41  -2.77  1.58
H  4.01  -4.19  1.14
H  -2.82  -4.82  10.22
H  -2.64  3.80  -5.41
H  -3.38  -2.76  3.50
H  6.73  -6.71  2.60
H  -1.36  0.46  -2.49
H  5.18  -2.93  1.32
H  0.42  3.47  -2.10
H  4.07  -1.49  -0.07
H  -2.69  -5.19  3.30
H  -1.98  -3.26  4.34
H  -2.30  1.51  -1.47
H  -3.86  -5.54  1.46
H  -0.69  -3.16  1.10
H  -4.84  -7.39  -1.38
H  1.81  3.10  -3.06
H  5.95  -5.17  2.43
H  -4.54  -4.04  2.00
H  6.87  3.98  0.10
H  9.77  5.51  -1.41
H  -6.23  -5.67  -1.36
H  -0.15  -0.28  1.47
H  7.17  -3.59  0.81
H  -5.71  -5.24  -2.86
H  3.56  -2.83  -1.14
H  -7.73  5.48  -7.50
H  7.29  -6.51  0.06
H  -4.20  -6.81  -2.90
H  8.24  -5.60  1.25
H  5.38  -6.54  1.50
H  9.28  2.70  3.75
H  8.31  3.42  -0.69
H  -3.02  -6.62  -0.23
H  -5.51  5.24  -3.47
H  -3.62  -2.33  10.65
H  2.90  5.33  -3.95
H  -1.24  -1.30  3.39
H  5.11  -5.27  -0.48
H  -2.27  -6.31  -1.84
H  -5.34  -2.32  10.87
H  -7.11  7.84  -8.53
H  3.34  2.52  1.26
H  7.65  -4.24  -0.75
H  -2.27  -1.37  2.01
H  0.38  -2.75  2.46
H  5.43  -3.82  -1.38
H  1.65  -3.32  0.11
H  -5.14  -0.78  6.58
H  -2.80  -1.67  -3.12
H  2.09  -0.44  1.00

Calculated values
SMILES string: CCCCCCCCCCCCCCC1=C(CCN)C(=O)OC1=O.FC(F)C(F)(F)COC(F)(F)C(F)F.FC(F)C(F)(F)COC(F)(F)C(F)F.FC(F)C(F)(F)COC(F)(F)C(F)F.FC(F)C(F)(F)COC(F)(F)C(F)F.FC(F)C(F)(F)COC(F)(F)C(F)F
net charge: 0
E_LUMO: -0.28 eV
orbital gap: 9.48 eV
E: -6399.00223 a.u.



C18H35NP2S2V as an isolated structure. Source: the Open Molecules 2025 dataset; level of theory: the ωB97M-V functional and the def2-TZVPD basis.

Atoms and positions in Å:
V  -0.53  -0.31  -0.50
S  -1.00  -2.69  -0.60
S  -1.29  1.92  -0.79
P  -1.22  -0.57  1.71
P  1.34  0.62  0.45
N  -0.57  -0.48  -2.66
C  -2.83  -2.84  -0.70
C  1.54  2.27  2.80
C  2.58  1.81  -0.12
C  1.13  2.64  4.09
C  -0.37  0.76  2.68
C  -0.98  -2.01  2.79
C  -1.06  -1.76  -3.24
C  -2.99  -0.24  1.96
C  -0.79  1.14  3.95
C  5.15  -0.19  -1.01
C  0.81  1.30  2.10
C  4.97  -0.23  -2.34
C  -1.12  0.71  -3.33
C  -0.74  1.95  -2.54
C  -0.59  -2.91  -2.38
C  -3.11  1.91  -0.91
C  2.35  -0.87  0.69
C  -0.02  2.07  4.66
H  -1.40  -1.78  3.78
H  3.43  1.81  0.58
H  0.50  -3.03  -2.42
H  -1.51  -2.87  2.35
H  5.29  0.76  -0.47
H  0.08  -2.25  2.88
H  -3.26  0.73  1.53
H  -3.47  1.03  -1.45
H  4.94  -1.19  -2.88
H  -1.23  2.83  -2.96
H  2.16  2.82  -0.16
H  -3.20  -0.26  3.04
H  4.90  0.69  -2.95
H  0.35  2.11  -2.53
H  -3.55  -1.03  1.45
H  -1.68  0.71  4.42
H  1.76  -1.73  1.03
H  -3.39  2.83  -1.43
H  -3.51  1.93  0.10
H  2.44  2.72  2.39
H  -0.32  2.35  5.67
H  -3.24  -2.83  0.31
H  -3.03  -3.82  -1.15
H  0.45  -0.47  -2.84
H  -2.15  -1.72  -3.34
H  -2.21  0.60  -3.44
H  1.72  3.36  4.65
H  -0.69  0.77  -4.34
H  2.94  1.52  -1.11
H  3.14  -0.64  1.43
H  5.22  -1.11  -0.42
H  -1.08  -3.84  -2.66
H  -0.64  -1.87  -4.25
H  -3.28  -2.04  -1.30
H  2.82  -1.11  -0.27

Calculated values
net charge: +2
E_LUMO (alpha / beta): -5.89 / -5.75 eV
2S+1: 4
ΔE to the lowest compared entry with this formula, charge and spin: 0.00 kcal/mol
orbital gap (alpha / beta): 8.55 / 9.06 eV
E: -3184.19156 a.u.
⟨S²⟩: 3.77



> Among the records above, which one has the highest net charge?

C18H35NP2S2V



> What is the net charge in the third record?

+2